{"formula": "C22H33BrMgN5O3S", "method": "wB97M-V/def2-TZVPD", "total_charge": 1, "total_energy_ev": -123262.20000, "homo_energy_ev": -10.04, "species": ["Mg", "N", "C", "C", "N", "C", "C", "N", "H", "H", "H", "H", "H", "H", "H", "H", "H", "H", "H", "H", "H", "O", "C", "C", "C", "C", "C", "C", "C", "O", "N", "N", "C", "C", "Br", "C", "C", "C", "C", "C", "C", "C", "H", "H", "H", "H", "H", "H", "H", "H", "H", "H", "H", "H", "H", "H", "C", "S", "C", "O", "H", "H", "H", "H", "H", "H"], "positions_angstrom": [[-0.312, -0.017, 1.784], [-1.932, -1.421, 1.721], [-2.602, -1.216, 3.038], [-1.610, -1.592, 4.133], [-0.292, -0.910, 3.938], [0.036, 0.148, 4.932], [-0.439, 1.507, 4.448], [0.212, 1.778, 3.143], [-2.494, -1.052, 0.957], [-1.812, -2.410, 1.532], [-3.519, -1.788, 3.149], [-2.870, -0.159, 3.110], [-1.449, -2.668, 4.094], [-2.028, -1.371, 5.114], [0.436, -1.611, 3.979], [1.122, 0.180, 5.028], [-0.370, -0.085, 5.917], [-0.248, 2.267, 5.202], [-1.518, 1.485, 4.284], [1.174, 2.062, 3.290], [-0.260, 2.538, 2.665], [-3.826, 1.994, 0.117], [-3.209, 3.088, -0.398], [-3.999, 4.120, -0.885], [-3.410, 5.252, -1.428], [-2.025, 5.378, -1.482], [-1.241, 4.343, -0.986], [-1.814, 3.190, -0.456], [-0.935, 2.052, 0.010], [-1.472, 1.265, 1.007], [-0.712, 1.184, -1.181], [-0.349, -0.088, -0.968], [0.057, -0.789, -1.958], [0.283, -2.232, -1.896], [-0.505, -3.173, -0.425], [0.894, -2.978, -2.812], [1.621, -2.483, -4.008], [1.542, -3.221, -5.192], [2.203, -2.803, -6.336], [2.969, -1.645, -6.316], [3.080, -0.916, -5.140], [2.414, -1.333, -3.994], [-3.121, 1.480, 0.555], [-5.077, 4.017, -0.830], [-4.041, 6.050, -1.807], [-1.568, 6.268, -1.896], [-0.156, 4.429, -1.006], [0.037, 2.489, 0.317], [-0.488, 1.628, -2.060], [0.179, -0.341, -2.943], [0.837, -4.055, -2.701], [0.946, -4.128, -5.212], [2.121, -3.382, -7.247], [3.489, -1.319, -7.210], [3.694, -0.025, -5.111], [2.529, -0.771, -3.073], [2.769, -2.743, 1.938], [2.958, -1.021, 1.546], [3.489, -1.195, -0.135], [1.576, -0.393, 1.474], [1.920, -3.120, 1.368], [2.629, -2.845, 3.014], [3.688, -3.260, 1.647], [4.523, -1.549, -0.114], [3.444, -0.198, -0.578], [2.832, -1.886, -0.665]]}